{"formula": "C6H9N", "method": "ωB97M-V/def2-TZVPD", "species": ["N", "C", "C", "C", "C", "C", "C", "H", "H", "H", "H", "H", "H", "H", "H", "H"], "coordinates": [[0.576, -0.312, -0.033], [-0.622, 1.179, 0.122], [-0.486, 0.155, -0.992], [-0.478, -0.046, 1.007], [-1.539, -1.085, 0.567], [1.834, -0.551, -0.062], [-1.544, -0.951, -0.759], [2.354, -0.542, -1.012], [-1.463, 1.869, 0.195], [2.361, -0.728, 0.868], [-2.092, -1.767, 1.202], [1.359, 1.970, 0.189], [-2.100, -1.496, -1.513], [-0.139, -0.014, 2.046], [2.135, 1.926, 0.181], [-0.156, 0.393, -2.006]], "multiplicity": 1, "de_lowest_kcal_mol": 164.7, "e_tot_ev": -7851.0196, "e_lumo_ev": [0.865, 0.864]}

=====

{"formula": "C34H50EuN3OP2S", "method": "ωB97M-V/def2-TZVPD", "species": ["Eu", "S", "P", "P", "O", "N", "N", "N", "C", "C", "C", "C", "C", "C", "C", "C", "C", "C", "C", "C", "C", "C", "C", "C", "C", "C", "C", "C", "C", "C", "C", "C", "C", "C", "C", "C", "C", "C", "C", "C", "C", "C", "H", "H", "H", "H", "H", "H", "H", "H", "H", "H", "H", "H", "H", "H", "H", "H", "H", "H", "H", "H", "H", "H", "H", "H", "H", "H", "H", "H", "H", "H", "H", "H", "H", "H", "H", "H", "H", "H", "H", "H", "H", "H", "H", "H", "H", "H", "H", "H", "H", "H"], "coordinates": [[-0.063, 0.567, 1.142], [3.217, 3.660, 0.308], [1.884, -1.645, 1.740], [-0.981, 2.229, -1.063], [-1.462, 1.214, 5.102], [-2.019, -0.981, 0.834], [1.430, 2.681, 1.927], [1.007, -0.302, -1.101], [1.955, -1.297, -3.586], [-3.293, -2.036, -2.098], [-3.542, -2.321, -0.720], [-0.995, 1.109, 4.062], [3.221, -1.452, 3.070], [-3.455, 2.185, 0.740], [-5.178, -3.960, -1.371], [-0.614, 1.008, -2.310], [2.734, 4.612, 1.674], [1.786, 3.952, 2.415], [-3.892, -2.805, -3.103], [-0.221, 3.548, -2.231], [0.370, -3.545, 0.388], [2.107, 2.438, 0.803], [-0.062, 4.885, -1.521], [-3.266, 4.150, -0.706], [0.442, 0.050, -2.317], [4.368, -2.458, 2.913], [-2.773, -1.744, 0.333], [0.229, -3.597, 2.918], [1.201, 3.074, -2.611], [-2.971, 2.640, -0.650], [-1.114, 3.579, -3.475], [2.247, -4.490, 1.688], [2.580, -1.560, 4.471], [3.794, -0.033, 2.931], [-4.826, -3.788, -2.732], [2.096, -1.090, -1.159], [-4.575, -3.200, -0.367], [2.642, -1.501, -2.382], [0.766, -0.595, -3.543], [1.162, -3.411, 1.705], [2.804, -1.587, 0.130], [-3.736, 1.824, -1.690], [4.567, 0.098, 3.706], [-4.346, 4.322, -0.549], [4.271, 0.139, 1.957], [-0.603, 4.118, -4.290], [0.715, 4.797, -0.748], [0.141, -0.335, -4.401], [4.106, -3.477, 3.223], [1.714, 2.687, -1.714], [3.159, -2.599, -0.124], [-2.625, -1.246, -2.458], [1.809, 3.907, -3.004], [-2.111, 4.024, -3.331], [3.315, -1.215, 5.215], [5.196, -2.140, 3.568], [4.751, -2.486, 1.884], [3.720, -0.984, 0.255], [1.768, -5.451, 1.439], [-0.218, -4.470, 0.428], [1.693, -0.914, 4.561], [-5.280, -4.447, -3.500], [-5.891, -4.737, -1.066], [-2.953, 2.694, 1.577], [2.301, -2.586, 4.746], [1.347, 4.364, 3.318], [0.782, -3.619, 3.868], [-0.320, -2.714, 0.219], [3.029, 0.742, 3.082], [-0.542, -2.813, 2.979], [0.282, 5.610, -2.274], [2.359, -1.688, -4.512], [-4.528, 2.448, 0.833], [-0.978, 5.273, -1.064], [3.183, 5.580, 1.872], [1.186, 2.287, -3.378], [2.103, 1.480, 0.271], [2.734, -4.617, 2.662], [-3.627, -2.683, -4.170], [3.009, -4.302, 0.918], [-3.572, 0.747, -1.533], [3.580, -2.061, -2.329], [-0.289, -4.564, 2.820], [-4.838, -3.318, 0.692], [1.048, -3.627, -0.470], [-1.266, 2.549, -3.832], [-2.755, 4.689, 0.106], [-3.372, 1.100, 0.880], [-3.012, 4.638, -1.652], [-3.454, 2.071, -2.723], [-1.464, 0.749, -2.941], [-4.824, 1.968, -1.573]], "multiplicity": 8, "de_lowest_kcal_mol": 9.9, "charge": 1, "e_tot_ev": -91322.5847, "e_lumo_ev": [-2.760, -2.733], "s_squared": 15.7602}

=====

{"formula": "C9H24F9FeN10O15S3", "method": "ωB97M-V/def2-TZVPD", "species": ["Fe", "S", "S", "S", "F", "F", "F", "F", "F", "F", "F", "F", "F", "O", "O", "O", "O", "O", "O", "O", "O", "O", "O", "O", "O", "O", "O", "O", "N", "N", "N", "N", "N", "N", "N", "N", "N", "N", "C", "C", "C", "C", "C", "C", "C", "C", "C", "H", "H", "H", "H", "H", "H", "H", "H", "H", "H", "H", "H", "H", "H", "H", "H", "H", "H", "H", "H", "H", "H", "H", "H"], "coordinates": [[-0.128, -1.173, -0.606], [1.847, -3.942, -0.742], [-1.945, -1.970, 2.242], [-2.069, 1.535, -1.273], [-4.025, -3.466, 2.715], [-3.679, -3.151, 0.567], [0.181, -5.298, 0.786], [2.262, -5.824, 1.006], [-4.165, 0.509, -0.113], [-3.410, 2.212, 0.946], [-4.431, 2.552, -0.831], [1.488, -3.970, 1.820], [-2.472, -4.557, 1.647], [-1.297, -1.953, 0.885], [-1.312, 0.558, -0.455], [3.716, -1.072, -0.700], [-2.829, -0.857, 2.504], [2.547, 4.050, -2.712], [3.243, -3.841, -0.510], [-1.432, 2.833, -1.296], [0.119, 2.837, 4.111], [0.999, -0.158, 0.620], [-1.531, -2.143, -1.586], [1.100, -2.732, -0.506], [1.422, -4.719, -1.887], [0.462, -0.557, -2.386], [-1.120, -2.450, 3.301], [-2.528, 1.030, -2.567], [0.812, 4.568, -1.376], [-1.696, 1.446, 4.069], [2.043, 1.005, -2.208], [-1.203, -3.505, -3.288], [0.769, 1.768, 1.788], [-1.379, 2.978, 5.807], [1.132, -0.202, 2.836], [0.311, 1.275, -3.693], [1.841, 6.260, -2.588], [-2.678, -1.758, -3.516], [1.765, 4.925, -2.277], [0.951, 0.479, 1.710], [0.946, 0.584, -2.726], [-3.624, 1.682, -0.270], [-1.793, -2.427, -2.780], [1.416, -4.861, 0.811], [-0.934, 2.426, 4.629], [-3.077, -3.319, 1.740], [4.902, -1.101, -0.004], [-0.704, 1.294, -3.723], [-1.870, 2.315, 6.366], [0.931, 2.302, 0.969], [2.618, 0.343, -1.674], [1.350, 0.356, 3.692], [0.575, 3.579, -1.407], [-1.406, 0.989, 3.202], [1.060, 6.809, -2.266], [3.317, -1.945, -0.624], [1.167, -1.215, 2.792], [2.616, 6.843, -2.875], [-0.659, 3.540, 6.389], [0.575, 2.194, 2.671], [-2.459, 0.891, 4.429], [-0.030, 5.110, -1.304], [4.882, -0.486, 0.915], [-0.558, -3.908, -2.681], [-1.075, -3.819, -4.222], [-2.995, -0.881, -3.218], [2.524, 1.902, -2.409], [0.757, 2.140, -3.937], [-3.064, -2.018, -4.468], [5.141, -2.171, 0.214], [5.793, -0.676, -0.472]], "multiplicity": 6, "e_tot_ev": -146694.0856, "e_lumo_ev": [0.267, -1.793], "s_squared": 8.7554}

=====

{"formula": "CH2F3NO", "method": "ωB97M-V/def2-TZVPD", "species": ["F", "F", "F", "O", "N", "C", "H", "H"], "coordinates": [[-2.269, -1.212, -0.020], [-0.773, 1.173, -0.890], [-0.407, 0.635, 1.326], [-0.843, -1.052, -0.117], [1.139, -0.061, -0.075], [-0.177, 0.105, 0.124], [1.668, 0.160, -1.003], [1.662, 0.251, 0.654]], "multiplicity": 1, "de_lowest_kcal_mol": 60.3, "e_tot_ev": -12755.2712, "e_lumo_ev": -0.296}